No. 1
# C38H68O17RbS7

A molecular structure, C38H68O17RbS7 in a non-equilibrium geometry (ωB97M-V/def2-TZVPD, OMol25).

As for the net charge: -1. For the HOMO-LUMO gap, the calculation gives 5.687 eV. The HOMO energy comes out at -4.61 eV.

The geometry in XYZ format:
```
131
C38H68O17RbS7 ωB97M-V/def2-TZVPD
Rb 3.53 0.69 3.84
C 1.27 -0.01 -0.64
C 1.68 0.08 0.77
C 0.53 0.33 1.84
O 0.86 0.42 3.04
C -0.78 0.52 1.38
C -1.16 0.33 0.05
C -0.07 0.05 -0.94
O -0.26 0.10 -2.23
O -2.43 0.36 -0.12
O 2.84 -0.09 1.12
H 2.05 -0.17 -1.37
H -1.53 0.77 2.11
C 7.26 -2.94 -0.72
S 7.17 -1.10 -0.37
O 7.30 -0.36 -1.67
C 5.37 -1.00 -0.02
H 6.85 -3.12 -1.71
H 6.52 -3.34 -0.03
H 8.26 -3.38 -0.67
H 5.05 0.04 -0.15
H 5.16 -1.28 1.01
H 4.81 -1.57 -0.76
C -0.36 3.92 -6.12
S 0.49 3.72 -4.51
O -0.66 3.64 -3.50
C 1.15 2.04 -4.84
H -0.68 4.93 -6.33
H -1.25 3.30 -6.26
H 0.22 3.66 -7.01
H 1.64 1.59 -3.99
H 1.77 2.06 -5.74
H 0.33 1.37 -5.11
C -5.42 -3.51 -3.48
S -3.71 -2.76 -3.57
O -3.89 -1.33 -4.06
C -3.61 -2.43 -1.81
H -5.46 -4.29 -4.24
H -6.18 -2.77 -3.68
H -5.61 -4.03 -2.54
H -4.32 -1.66 -1.51
H -2.59 -2.10 -1.60
H -3.72 -3.37 -1.27
C -2.26 -5.66 2.68
S -3.28 -4.13 2.33
O -4.17 -4.04 3.57
C -2.00 -2.81 2.53
H -2.62 -6.11 3.60
H -1.19 -5.50 2.78
H -2.30 -6.36 1.84
H -2.36 -1.86 2.14
H -1.12 -3.12 1.97
H -1.70 -2.59 3.55
C 1.86 -3.59 0.31
S 1.04 -4.64 -0.94
O 0.62 -5.88 -0.15
C -0.50 -3.74 -1.29
H 2.38 -4.16 1.09
H 1.11 -2.91 0.72
H 2.66 -3.14 -0.28
H -0.85 -4.15 -2.24
H -0.33 -2.67 -1.22
H -1.21 -3.98 -0.50
C 2.46 -2.18 -3.24
S 4.20 -2.04 -3.85
O 4.10 -2.23 -5.36
C 4.32 -0.27 -3.43
H 2.25 -3.25 -3.36
H 1.75 -1.60 -3.82
H 2.43 -2.03 -2.16
H 5.30 0.13 -3.67
H 4.13 -0.07 -2.38
H 3.52 0.25 -3.96
C 1.61 -1.16 -7.24
S -0.27 -1.08 -7.35
O -0.63 -2.24 -8.29
C -0.77 -1.56 -5.61
H 1.91 -1.83 -6.43
H 1.90 -0.19 -6.83
H 2.03 -1.48 -8.19
H -0.09 -2.23 -5.08
H -1.75 -2.02 -5.70
H -0.96 -0.76 -4.90
C -0.99 0.04 6.38
C -1.86 -0.10 5.28
C -3.00 -0.93 5.35
C -3.25 -1.54 6.55
C -2.42 -1.48 7.61
C -1.28 -0.68 7.51
H -0.14 0.70 6.28
H -1.54 0.36 4.35
H -3.67 -1.18 4.55
H -4.14 -2.13 6.69
H -2.60 -1.95 8.57
H -0.56 -0.70 8.31
O 3.49 3.30 1.75
C 3.25 3.73 0.63
O 2.48 4.76 0.49
C 2.25 5.08 -0.86
C 2.59 3.81 -1.65
C 3.57 3.09 -0.67
H 3.00 5.81 -1.13
H 1.26 5.50 -1.02
H 3.10 3.95 -2.60
H 1.68 3.21 -1.76
H 4.66 3.05 -0.78
H 3.36 2.02 -0.61
O -3.62 5.33 2.97
C -4.27 4.28 2.88
O -3.60 3.16 2.53
C -4.42 1.99 2.34
C -5.83 2.51 2.45
C -5.71 3.89 3.12
H -4.15 1.23 3.07
H -4.27 1.69 1.30
H -6.37 1.71 2.95
H -6.16 2.59 1.41
H -6.01 3.72 4.16
H -6.42 4.54 2.61
O 2.30 2.81 5.53
C 1.26 3.31 5.17
O 0.10 3.31 5.82
C -1.00 3.68 5.08
C -0.30 4.73 4.22
C 1.01 4.02 3.88
H -1.80 4.00 5.76
H -1.41 2.85 4.51
H -0.05 5.63 4.78
H -0.82 4.89 3.27
H 1.76 4.73 3.53
H 0.86 3.23 3.15
```

Atomic partial charges in e from the Löwdin method, atoms 1 to 99: 0.910, -0.035, -0.360, -0.375, -0.170, -0.030, -0.351, -0.358, -0.078, -0.039, -0.132, 0.069, 0.091, -0.232, 0.838, -0.583, -0.265, 0.041, 0.035, 0.042, 0.037, 0.046, 0.035, -0.274, 0.821, -0.545, -0.258, 0.041, 0.060, 0.043, 0.030, 0.045, 0.041, -0.246, 0.835, -0.562, -0.279, 0.028, 0.052, 0.039, 0.074, 0.020, 0.039, -0.236, 0.848, -0.608, -0.242, 0.044, 0.040, 0.035, 0.041, 0.029, 0.052, -0.221, 0.834, -0.597, -0.247, 0.059, 0.043, 0.017, 0.051, 0.042, 0.040, -0.245, 0.843, -0.565, -0.255, 0.031, 0.046, 0.012, 0.051, 0.023, 0.034, -0.225, 0.839, -0.610, -0.246, 0.011, 0.017, 0.054, 0.035, 0.016, 0.036, -0.072, -0.058, -0.092, -0.130, -0.103, -0.105, 0.096, 0.072, 0.095, 0.107, 0.099, 0.095, 0.056, -0.511, 0.064, -0.140

No. 2
# C38H70N8O2

10 unconnected molecules or ions with the total composition C38H70N8O2 in a non-equilibrium geometry (ωB97M-V/def2-TZVPD, OMol25).

As for the net charge: -2. For the HOMO-LUMO gap, the calculation gives 4.109 eV. The HOMO energy comes out at -0.99 eV.

The geometry in XYZ format:
```
118
C38H70N8O2 ωB97M-V/def2-TZVPD
C 0.93 -0.27 -1.25
C -0.35 -0.74 -0.55
C -0.41 -0.20 0.90
O -1.42 -0.45 -1.29
H 1.07 -0.92 -2.11
H 1.80 -0.44 -0.57
H 0.89 0.75 -1.62
H -0.32 -1.87 -0.39
H 0.48 -0.63 1.39
H -1.34 -0.42 1.41
H -0.27 0.90 0.98
C -6.95 -3.35 2.67
C -5.96 -2.32 2.04
C -4.54 -2.57 2.60
O -6.05 -2.28 0.72
H -7.00 -4.22 2.01
H -7.96 -2.92 2.71
H -6.66 -3.68 3.68
H -6.26 -1.30 2.46
H -4.01 -3.44 2.18
H -4.64 -2.77 3.68
H -3.83 -1.79 2.33
C 4.60 4.48 -2.72
C 3.90 3.44 -1.83
C 2.37 3.52 -1.95
C 1.82 4.86 -1.69
N 1.40 5.90 -1.46
H 5.66 4.55 -2.51
H 4.15 5.47 -2.59
H 4.50 4.22 -3.78
H 4.20 3.55 -0.79
H 4.15 2.46 -2.24
H 1.89 2.82 -1.27
H 2.06 3.26 -2.97
C -2.05 1.59 4.37
C -3.30 0.74 4.48
C -4.34 0.90 3.39
C -4.90 2.25 3.35
N -5.34 3.31 3.39
H -1.33 1.33 5.15
H -2.37 2.62 4.60
H -1.60 1.61 3.38
H -3.78 0.94 5.45
H -3.00 -0.31 4.55
H -5.19 0.21 3.44
H -3.96 0.64 2.39
C 2.82 1.99 1.99
C 2.81 2.55 3.38
C 4.03 2.28 4.26
C 5.29 2.83 3.74
N 6.27 3.24 3.35
H 1.89 2.31 1.53
H 2.86 0.89 2.02
H 3.69 2.26 1.38
H 1.96 2.13 3.92
H 2.58 3.62 3.38
H 4.15 1.24 4.55
H 3.88 2.80 5.22
C -0.07 -3.82 2.45
C -0.40 -4.96 3.39
C -1.79 -5.60 3.15
C -1.90 -6.45 1.96
N -1.93 -7.13 1.05
H -0.11 -4.21 1.42
H 0.95 -3.48 2.59
H -0.84 -3.05 2.41
H -0.41 -4.71 4.45
H 0.31 -5.79 3.30
H -2.57 -4.84 3.18
H -2.00 -6.28 3.99
C -2.44 5.11 -0.17
C -2.01 3.67 0.01
C -1.29 3.05 -1.17
C -2.11 2.58 -2.27
N -2.80 2.10 -3.04
H -3.22 5.25 -0.93
H -1.59 5.75 -0.42
H -2.87 5.48 0.76
H -2.88 3.03 0.20
H -1.40 3.55 0.91
H -0.74 2.16 -0.84
H -0.46 3.66 -1.56
C -1.22 -4.35 -3.81
C -0.51 -3.69 -2.65
C 1.01 -3.66 -2.79
C 1.49 -3.03 -4.03
N 1.86 -2.50 -4.99
H -2.19 -4.74 -3.49
H -0.66 -5.17 -4.25
H -1.45 -3.57 -4.54
H -0.78 -3.97 -1.63
H -0.82 -2.63 -2.63
H 1.47 -4.66 -2.76
H 1.45 -3.10 -1.96
C 0.29 0.71 -4.43
C -0.22 1.64 -5.52
C -1.61 1.28 -6.03
C -1.98 2.24 -7.09
N -2.24 2.98 -7.92
H 1.28 0.94 -4.05
H 0.40 -0.32 -4.80
H -0.48 0.57 -3.66
H 0.52 1.50 -6.32
H -0.15 2.69 -5.26
H -2.36 1.40 -5.25
H -1.58 0.29 -6.49
C 4.22 -2.01 -0.06
C 5.15 -0.91 0.47
C 6.43 -0.77 -0.36
C 6.20 -0.24 -1.69
N 6.07 0.19 -2.75
H 3.44 -2.30 0.64
H 4.84 -2.90 -0.24
H 3.75 -1.77 -1.02
H 5.32 -1.08 1.53
H 4.62 0.05 0.40
H 6.96 -1.72 -0.33
H 7.09 -0.04 0.14
```

Atomic partial charges in e from the Löwdin method, atoms 1 to 99: -0.079, -0.712, -0.089, -0.262, 0.041, 0.050, 0.036, 0.098, 0.049, 0.055, 0.039, -0.117, -0.751, -0.111, -0.296, 0.055, 0.047, 0.037, 0.087, 0.049, 0.049, 0.045, -0.104, -0.237, -0.187, -0.250, 0.148, 0.067, 0.062, 0.076, 0.097, 0.091, 0.095, 0.120, -0.109, -0.269, -0.195, -0.240, 0.120, 0.063, 0.068, 0.060, 0.108, 0.099, 0.096, 0.126, -0.103, -0.267, -0.196, -0.243, 0.132, 0.071, 0.072, 0.061, 0.112, 0.116, 0.119, 0.117, -0.101, -0.264, -0.193, -0.238, 0.132, 0.072, 0.065, 0.074, 0.099, 0.104, 0.097, 0.113, -0.109, -0.252, -0.190, -0.209, 0.184, 0.074, 0.060, 0.068, 0.118, 0.099, 0.086, 0.083, -0.102, -0.258, -0.204, -0.237, 0.136, 0.075, 0.067, 0.074, 0.107, 0.100, 0.115, 0.091, -0.122, -0.278, -0.186, -0.250, 0.110